1.
Below is C4H11NO2 as an isolated structure, with properties calculated with ωB97M-V/def2-TZVPD.

Its HOMO energy is -8.148 eV. As for the maximum force: 0.032 Eh/bohr. As for the energy: -9908.92119 eV. Its HOMO-LUMO gap is 9.0 eV.

Element x y z (Å)
H (0.005646, 2.390672, -0.443799)
H (2.009895, -0.919297, -1.138146)
C (1.225402, -0.446533, -1.721653)
H (-0.416976, -0.525486, 3.066964)
H (1.642283, 1.623949, 1.040001)
O (-1.135846, -0.019397, -1.738968)
N (0.683233, 1.581352, 1.370805)
H (1.209266, -0.887638, -2.717965)
O (-1.629619, -1.558929, 0.453310)
C (-0.184507, 1.976624, 0.548462)
H (1.448381, 0.612017, -1.845325)
C (-0.103406, -0.607449, -1.057583)
H (0.460565, -1.926492, 0.494374)
H (-1.953874, -0.265501, -1.284464)
H (-1.627041, -1.744679, 1.396537)
H (-1.223084, 1.966792, 0.864757)
H (-0.089256, 0.090577, 2.674145)
C (-0.321065, -1.340578, 0.038547)

Force components x, y, z for each atom (eV/Å):
0.12 -0.13 -0.04
0.05 0.00 0.06
-0.36 0.11 0.13
0.56 1.09 -0.63
0.03 0.14 -0.32
0.04 0.17 0.18
-0.04 0.03 0.22
-0.02 -0.05 -0.03
0.27 0.14 -0.05
0.16 0.44 0.14
0.12 0.13 0.01
-0.03 -0.86 0.18
0.09 0.13 0.22
0.00 0.03 -0.02
-0.03 0.11 0.03
-0.17 -0.12 -0.03
-0.66 -1.27 0.80
-0.12 -0.08 -0.83

Mulliken population analysis, charges in e, atoms 1 to 5: 0.30 0.33 -1.17 0.12 0.22

---

2.
Below is C12H44AgF2NO16S2 as an isolated structure, with properties calculated with ωB97M-V/def2-TZVPD.

Its HOMO energy (alpha / beta) is -5.270 / -5.221 eV. As for the maximum force: 0.098 Eh/bohr. As for the net charge: -1. Its spin multiplicity is 2. As for the energy: -78505.06303 eV. Its HOMO-LUMO gap (alpha / beta) is 7.3 / 7.1 eV.

Element x y z (Å)
F (-2.099904, 1.499223, -1.498995)
Ag (-1.871515, -1.858051, -1.367236)
C (-1.543677, 1.413851, 4.594496)
H (-3.516695, 2.426152, 0.870474)
H (2.885477, 0.465880, 2.368835)
H (1.656270, -5.245885, 2.256517)
H (-0.939429, 1.109918, -5.714658)
H (2.928370, -1.856220, 2.407817)
H (1.658042, -5.584308, 0.555600)
C (-4.581270, 2.482007, 0.631457)
H (-1.221858, 1.565214, 2.684805)
H (3.785655, 0.371830, -0.543225)
O (2.170040, -3.017811, 3.876231)
O (4.735113, 0.169437, -0.587552)
H (1.799684, 4.758238, 2.372816)
H (-0.662736, 1.478605, 5.240874)
O (-1.272238, 0.854950, 3.329248)
H (-6.070603, 0.063225, -2.293348)
H (-3.814030, 0.733501, -1.452316)
H (2.181680, -0.200928, 4.811609)
H (4.095592, -2.361619, 3.549871)
H (2.565989, -3.013205, 4.748235)
O (-3.069529, 4.659495, -2.216533)
H (5.637663, -1.744823, -0.762748)
H (-4.937671, 1.448883, 0.652581)
F (1.270183, -1.712344, -0.815420)
O (1.992825, 0.540894, -0.412596)
H (-3.600525, 4.088445, -1.637724)
H (3.658349, 3.232181, 1.047157)
C (2.212057, 0.820250, 3.158128)
H (1.201680, -3.640205, -2.851308)
H (-2.274951, 0.780194, 5.105308)
C (0.165179, -5.281957, -3.697401)
H (-2.003600, 2.403348, 4.500314)
H (-1.462844, 4.268400, -0.955866)
H (-1.383973, 1.328800, -4.008746)
H (-4.853026, 0.731747, -3.319832)
O (-4.751521, 2.987664, -0.688529)
H (-0.255508, 2.466624, -4.751080)
H (-2.098604, 5.883793, -0.852696)
O (0.500245, 0.553295, -4.423528)
C (-5.056687, -0.130577, -2.673113)
C (2.598966, 3.463095, 1.135799)
C (0.416225, -4.323081, -2.489093)
O (-0.632743, -6.386838, -3.461356)
H (0.224875, -5.906066, 1.455253)
H (-0.374360, -4.717639, -4.465906)
H (1.157056, -5.546607, -4.078668)
C (1.036224, -5.172318, 1.360700)
N (-0.525522, -0.141640, -1.019725)
O (0.673419, -0.772774, 1.238826)
C (-1.894002, 5.067695, -1.558880)
H (1.332149, 1.185440, 2.632647)
H (4.011351, -1.792488, -0.236739)
H (1.891322, 2.640595, 1.131030)
S (0.884377, -0.343993, -0.111767)
O (2.482827, 4.087677, 2.441184)
H (0.930177, -4.902878, -1.704746)
H (5.156387, -1.184429, 0.880460)
C (4.913010, -1.166435, -0.189237)
O (-0.999304, 1.780619, 0.575598)
S (-0.652435, 1.395386, -0.764153)
H (-1.151145, 5.420431, -2.270961)
H (1.056792, 0.919718, -3.730069)
H (2.740656, 1.573426, 3.741183)
H (-5.107289, -1.026694, -3.287422)
O (-4.096886, -0.163815, -1.642991)
H (0.516304, -3.799374, 0.151433)
C (3.240648, -2.734484, 2.974524)
O (0.127780, 2.301077, -1.540856)
O (1.758412, -0.279118, 3.954374)
C (-0.572571, 1.421164, -4.737333)
H (-4.997178, 3.117768, 1.416615)
O (0.524609, -3.883761, 1.118945)
O (-0.642509, -3.672287, -1.940553)
H (2.354925, 4.202652, 0.369747)
H (-5.686818, 2.951320, -0.905908)
H (3.546557, -3.549491, 2.320133)

Force components x, y, z for each atom (eV/Å):
0.37 0.28 0.07
0.25 -1.06 -0.55
-0.44 -0.03 0.08
0.04 0.08 -0.44
0.14 -0.05 0.11
-0.21 0.51 0.18
-0.02 0.16 -0.03
-0.07 -0.31 -0.43
0.03 0.40 -0.19
0.65 -0.52 0.26
0.16 -0.16 -0.21
0.38 -0.09 -0.03
0.47 -0.85 -0.17
-0.03 -0.04 -0.51
-0.05 -0.05 0.11
0.13 0.04 -0.19
-0.09 0.11 0.16
0.08 -0.26 0.21
0.09 0.09 -0.05
-0.01 -0.11 0.02
0.25 -0.32 -0.13
-0.21 -0.12 0.12
-0.13 0.00 -0.40
0.38 0.58 -0.14
-0.24 0.14 0.41
0.18 0.66 -0.22
-1.58 -0.29 0.02
0.26 0.15 -0.05
-0.21 -0.64 -0.23
-0.18 -0.66 -0.28
0.05 0.07 -0.42
0.07 -0.04 -0.01
-0.86 -1.00 -0.32
0.12 0.06 0.12
0.18 -0.14 -0.17
-0.03 0.02 -0.04
0.08 -0.26 -0.24
0.00 0.12 0.09
-0.07 0.01 -0.17
-0.01 0.16 -0.11
0.24 -0.26 -0.20
-0.65 1.31 -0.35
-0.13 1.10 0.99
-0.42 0.90 1.09
0.79 0.87 0.24
-0.07 0.07 0.19
0.01 0.46 0.03
0.19 -0.19 -0.03
-0.11 -1.07 -0.08
3.33 0.87 1.69
-0.29 1.16 -1.12
-0.18 0.07 0.83
0.05 0.45 0.26
-0.24 0.39 -0.27
0.41 -0.31 -0.54
1.31 -4.23 0.64
0.07 0.21 -0.20
0.10 -0.53 -0.13
0.45 -0.16 -0.08
-0.74 -0.70 1.05
0.65 -0.06 0.01
-3.86 2.99 -1.24
-0.09 -0.13 -0.18
-0.26 0.15 0.12
-0.28 0.22 -0.03
0.44 -0.19 0.28
-0.04 -1.08 0.15
-0.46 0.31 0.18
-0.19 1.40 0.51
0.38 -0.45 0.13
0.33 0.56 0.16
0.10 -0.07 0.38
-0.47 -0.08 -0.22
0.62 -0.24 -0.41
-0.59 0.01 -0.02
-0.07 -0.24 -0.18
0.01 0.07 -0.04
-0.26 -0.21 0.11

Mulliken population analysis, charges in e, atoms 1 to 5: -0.23 0.58 -0.70 -0.01 0.07

---

3.
Below is C6H11N2O3S3 as an isolated structure, with properties calculated with ωB97M-V/def2-TZVPD.

Its HOMO energy is -12.440 eV. As for the maximum force: 0.116 Eh/bohr. As for the net charge: +1. As for the energy: -48020.70897 eV. Its HOMO-LUMO gap is 8.3 eV.

Element x y z (Å)
H (4.613807, 0.439495, -0.290706)
N (-1.899020, -1.741353, -1.771415)
H (-1.294928, -2.493214, -1.765696)
S (2.616846, 0.823501, 0.895321)
O (0.652158, -1.890582, 1.454520)
S (-3.335269, 0.339399, -0.757966)
H (-0.396889, 2.169712, -0.680511)
C (3.578096, 0.838297, -0.608734)
C (1.048817, 1.481408, 0.436783)
O (-1.430090, -0.047183, 2.571643)
C (0.482684, 1.516393, -0.769123)
O (1.213144, -1.350582, -0.857842)
H (3.706869, 1.824539, -0.884468)
C (-1.893928, 0.020043, 1.302405)
H (-3.639188, 1.122697, 1.702151)
S (1.721687, -1.676846, 0.483374)
N (-1.464803, -0.833871, 0.350376)
H (3.263899, 0.197762, -1.277318)
C (-2.176466, -0.867892, -0.789149)
H (0.764943, 1.985074, 1.356331)
H (0.793956, 1.197108, -1.761100)
H (-1.021293, -0.882869, 2.789607)
H (-0.674299, -1.445848, 0.637986)
H (-2.312857, -1.547669, -2.666939)
C (-2.917870, 0.822469, 0.900468)

Force components x, y, z for each atom (eV/Å):
-1.47 0.71 -0.35
-2.19 2.55 -0.64
1.70 -1.41 0.66
-0.15 -0.50 0.05
0.35 -0.01 0.21
-0.96 0.98 0.51
-0.05 -0.49 -0.74
3.58 0.24 4.76
1.70 -0.24 -0.09
-0.46 0.86 -0.93
-0.91 1.47 1.09
0.47 -0.55 1.31
0.10 1.95 -0.99
-1.27 0.74 0.99
0.58 0.40 -1.44
0.03 0.21 -1.48
0.46 -1.43 -0.16
-2.03 -2.92 -3.73
1.78 -0.90 0.80
-1.11 0.07 -0.48
0.27 -0.21 0.58
0.35 -0.53 -0.09
-0.32 0.06 -0.66
-0.17 -0.14 -0.08
-0.28 -0.92 0.89

Mulliken population analysis, charges in e, atoms 1 to 5: 0.33 -0.37 0.18 -0.02 -0.61